Entry 1:
Entry from OMol25: a gas-phase ion, C27H50BFNO4P2 (charge +1) (ωB97M-V/def2-TZVPD).

Each line ends with the Löwdin charge.
Element x y z (Å)
C  5.14759  1.11141  2.47862  -0.100
C  4.71478  -0.36709  2.92621  -0.146
B  3.13998  -0.50236  2.55521  -0.403
O  2.26854  0.09228  3.47762  0.134
C  2.53918  -1.25905  1.25126  -0.079
C  1.05662  -1.62818  1.74197  -0.216
F  1.04811  -2.68921  2.66135  0.025
C  0.42960  -2.16569  0.34793  -0.155
C  -1.07518  -1.72229  0.51499  -0.206
O  -2.00812  -2.52210  -0.23541  -0.099
C  -3.32294  -2.31290  0.19372  -0.185
C  -3.78848  -2.68990  1.54510  0.025
C  -5.13582  -2.49110  2.02099  -0.248
C  -5.54996  -2.86623  3.47884  -0.069
C  -6.15513  -1.92430  1.13834  -0.034
C  -5.74432  -1.56161  -0.20523  -0.017
C  -4.36325  -1.74106  -0.68436  -0.104
C  -4.11179  -1.31186  -2.16848  -0.354
C  -3.28713  0.02345  -2.29560  -0.090
C  -3.50189  -2.53020  -2.96603  -0.070
C  1.36807  -1.47786  -0.76721  -0.358
P  0.15474  -0.88760  -2.08670  1.019
C  0.14715  -2.29564  -3.35702  -0.241
C  0.74732  0.59448  -3.06064  -0.417
C  -0.40315  1.38695  -3.81289  -0.147
N  2.21842  -0.46462  0.00256  -0.311
O  1.32519  0.58658  0.11875  -0.113
C  1.93227  1.89346  0.19717  -0.158
C  0.78474  2.86731  0.72494  -0.283
C  0.58656  2.75433  2.28832  -0.063
C  0.92702  4.34834  0.16529  -0.332
C  -0.42849  4.84701  -0.53223  -0.070
C  1.14439  5.35503  1.38934  -0.096
P  3.72606  -0.21580  -1.00769  1.037
C  5.15437  -1.20681  -0.33356  -0.217
O  3.47500  -0.86463  -2.55561  -0.300
H  4.64078  1.90173  3.08293  0.085
H  4.85924  1.21082  1.38899  0.039
H  6.26696  1.21798  2.48602  0.090
H  4.85338  -0.40641  4.04037  0.108
H  5.34409  -1.16408  2.46366  0.085
H  2.76842  0.37748  4.26167  0.124
H  2.93357  -2.29635  1.07389  0.169
H  0.39521  -0.77721  2.03728  0.147
H  0.48956  -3.28919  0.32692  0.169
H  -1.31850  -1.91667  1.60404  0.122
H  -1.24159  -0.61137  0.38752  0.129
H  -3.00906  -3.14069  2.20873  0.118
H  -6.65695  -2.88416  3.61795  0.077
H  -5.02280  -3.78419  3.83019  0.078
H  -5.17371  -2.02401  4.13299  0.087
H  -7.19138  -1.81334  1.52683  0.108
H  -6.52346  -1.14273  -0.88518  0.109
H  -5.11214  -1.09607  -2.64432  0.127
H  -3.92815  0.91616  -2.04034  0.087
H  -3.02092  0.16414  -3.38318  0.072
H  -2.39220  0.03693  -1.63020  0.022
H  -4.04457  -3.45174  -2.61884  0.093
H  -3.65088  -2.40092  -4.06485  0.083
H  -2.43897  -2.65672  -2.64955  0.039
H  1.91482  -2.37874  -1.17460  0.134
H  0.08678  -3.30103  -2.87518  0.056
H  -0.69921  -2.12595  -4.07343  0.046
H  1.10129  -2.18125  -3.94351  0.040
H  1.34626  1.34870  -2.49545  0.055
H  1.43197  0.20604  -3.87545  0.067
H  -1.07462  1.85169  -3.03666  0.065
H  -0.96674  0.74635  -4.52868  0.070
H  0.10265  2.25560  -4.31702  0.080
H  2.77662  1.98804  0.92711  0.121
H  2.27766  2.32559  -0.77127  0.098
H  -0.16496  2.44897  0.27318  0.130
H  0.32444  1.67639  2.49176  0.075
H  -0.35670  3.31934  2.52933  0.096
H  1.46176  3.09167  2.88864  0.082
H  1.73207  4.44811  -0.60942  0.126
H  -0.88910  5.66410  0.08863  0.077
H  -0.24589  5.18867  -1.58952  0.081
H  -1.20138  4.03971  -0.60080  0.069
H  0.17065  5.42553  1.94078  0.079
H  2.00429  5.07340  2.03989  0.075
H  1.28490  6.36777  0.91399  0.092
H  5.80464  -1.44327  -1.22651  0.072
H  5.80974  -0.59339  0.34240  0.049
H  4.89654  -2.19308  0.12461  0.060
H  4.08551  -0.38079  -3.14622  0.077

Cartesian forces (eV/Å) of the 3 atoms listed first:
0.3 -1.1 -1.0
-0.4 0.5 0.2
1.3 1.0 1.6

Output
SMILES string = CCB(O)[C@H]1[C@H](F)[C@@H](COc2cc(C)ccc2C(C)C)[C@@H](P(C)CC)[N@+]1(OC[C@@H](C)C(C)C)P(C)O
frontier orbital gap = 7.7 eV
net charge = +1
HOMO = -10.220 eV
lowest unoccupied orbital energy = -2.556 eV


Entry 2:
Entry from OMol25: a molecular structure, C27H50CrOP2 (ωB97M-V/def2-TZVPD).

Each line ends with the Löwdin charge.
Element x y z (Å)
Cr  -0.47456  1.18091  -4.90967  0.445
C  -0.77836  -1.99686  0.57038  -0.191
C  0.58028  -2.10001  0.14634  -0.174
C  0.51059  -0.55825  1.83500  -0.203
C  -0.81192  -1.04121  1.61953  -0.188
C  1.36466  -1.16918  0.88649  -0.223
C  -1.90731  -2.84803  0.12525  -0.045
H  -1.59131  -3.55087  -0.65251  0.064
H  -2.73784  -2.25023  -0.26952  0.069
H  -2.29413  -3.45913  0.94983  0.093
C  -1.96320  -0.72793  2.47469  -0.032
H  -2.89522  -0.90158  1.92720  0.085
H  -1.92680  0.31482  2.81046  0.065
H  -2.02381  -1.35749  3.37742  0.107
C  0.88054  0.48273  2.81164  -0.027
H  0.64671  0.15876  3.84172  0.102
H  0.34210  1.43332  2.60328  0.078
H  1.96561  0.68535  2.78534  0.080
C  2.85280  -1.06305  0.83640  -0.063
H  3.32741  -1.76637  1.54896  0.101
H  3.18383  -0.03718  1.06514  0.058
H  3.21718  -1.32111  -0.16922  0.062
C  1.14961  -3.13093  -0.74747  -0.027
H  1.73132  -3.85496  -0.15960  0.109
H  1.78479  -2.68736  -1.52727  0.087
H  0.37732  -3.69861  -1.27343  0.065
C  -1.87460  1.49492  -6.05115  -0.274
C  -2.01507  -0.00813  -5.61443  -0.411
C  -1.37345  -1.04421  -6.58985  -0.189
C  0.16132  -0.87849  -6.74131  -0.193
C  0.86275  -0.00864  -5.72110  -0.278
C  1.09742  1.41947  -5.96679  -0.315
C  0.44696  2.11011  -7.13348  -0.195
C  -1.07596  1.83636  -7.29323  -0.188
H  -1.83134  -0.92582  -7.58788  0.119
H  0.35568  -0.48953  -7.76912  0.117
H  -1.60401  -2.06783  -6.27655  0.090
H  -1.22136  1.09786  -8.08954  0.107
H  -2.80270  2.02215  -5.85861  0.117
H  -3.07654  -0.28126  -5.57716  0.108
H  -1.51638  2.73158  -7.72766  0.115
H  0.63941  3.19909  -7.03979  0.120
H  2.02134  1.83616  -5.59160  0.094
H  0.94029  1.83065  -8.08098  0.120
H  0.62899  -1.88218  -6.68499  0.117
H  1.60699  -0.51234  -5.10477  0.093
P  -1.76774  -0.33266  -3.66521  0.943
P  1.36917  1.84559  -0.93751  1.079
C  -0.45598  2.41472  -3.21940  -0.279
C  0.75542  2.84340  -2.39762  -0.356
H  -1.22366  1.96944  -2.54424  -0.011
H  -0.84702  3.30676  -3.74658  0.072
H  1.63825  3.05640  -3.02228  0.082
H  0.50268  3.79260  -1.89506  0.073
C  2.44170  2.93398  0.08646  -0.162
H  3.32251  2.33996  0.40823  0.056
H  1.82731  3.21897  0.95126  0.044
H  2.82293  3.83824  -0.43163  0.084
C  2.77161  0.97507  -1.96276  -0.128
H  3.42094  1.68049  -2.51071  0.080
H  2.38478  0.27395  -2.71856  0.051
H  3.48466  0.44883  -1.32660  0.021
C  -3.39782  -0.15218  -2.92111  -0.243
H  -3.51320  -1.04386  -2.28284  0.036
H  -4.25849  -0.02545  -3.61046  0.069
H  -3.36803  0.72701  -2.28095  0.017
C  -1.45356  -2.10452  -3.51695  -0.242
H  -0.72380  -2.20000  -2.68873  0.025
H  -1.04675  -2.50690  -4.45774  0.042
H  -2.32100  -2.73026  -3.30970  0.055
C  -2.59152  2.04093  0.59694  -0.035
C  -1.30544  2.64758  0.01622  -0.435
C  -0.93787  3.88732  0.77754  -0.054
O  -0.18067  1.67767  -0.08980  -0.285
H  -2.53833  1.88985  1.69402  0.074
H  -2.91484  1.10468  0.10156  0.078
H  -3.43815  2.75438  0.44716  0.107
H  -1.62257  2.95026  -0.99109  0.110
H  -0.60660  3.64220  1.79261  0.088
H  -0.17536  4.44804  0.24642  0.069
H  -1.81338  4.54083  0.86556  0.101

Cartesian forces (eV/Å) of the 3 atoms listed first:
0.6 2.1 5.5
0.4 1.0 1.1
-0.8 -0.1 0.3

Output
frontier orbital gap (spin up / spin down) = 5.1 / 5.0 eV
net charge = +1
relative energy (zero: lowest compared OMol25 entry of this formula, charge and spin) = 30.63 kcal per mole
HOMO (spin up / spin down) = -9.527 / -9.511 eV
lowest unoccupied orbital energy (spin up / spin down) = -4.470 / -4.492 eV
multiplicity = 4
⟨S²⟩ = 3.911


In order of appearance, calculated total energy = -2221.5229, -2860.6643 Eh.
In order of appearance, maximum force = 5.12, 5.92 eV/A.